[1]
{"formula": "C4H9N3O", "method": "ωB97M-V/def2-TZVPD", "species": ["C", "C", "C", "N", "N", "N", "C", "O", "H", "H", "H", "H", "H", "H", "H", "H", "H"], "positions_angstrom": [[1.1463, -0.2067, 0.7997], [-0.2569, -0.6957, 0.8421], [0.1660, 0.6112, -0.0227], [-1.0055, -0.9300, 1.9902], [-0.1317, 1.9646, 0.2717], [0.5712, -0.4435, -2.2731], [-0.3166, -0.2195, -1.2032], [-0.6108, -1.4030, -0.3132], [-0.7539, -0.3152, 2.7525], [-2.0032, -0.9247, 1.8134], [0.4896, 2.6017, -0.2156], [-1.0903, 2.2067, 0.0374], [0.2105, -1.1216, -2.9334], [1.4842, -0.7414, -1.9510], [1.4806, 0.3053, 1.6904], [1.9052, -0.8031, 0.3086], [-1.2845, 0.1150, -1.5940]], "atomic_forces_ev_per_a": [[-0.278, -0.288, -0.103], [0.904, 1.952, -1.037], [-1.194, -1.306, 0.937], [-0.205, -0.236, 0.237], [0.195, 0.095, -0.240], [0.057, -0.135, -0.092], [-0.182, -0.168, 0.560], [0.203, -0.019, -0.503], [-0.053, -0.099, -0.037], [0.098, 0.169, 0.017], [-0.070, 0.060, 0.073], [0.184, -0.068, 0.031], [0.067, 0.060, -0.004], [-0.066, -0.013, -0.036], [0.022, 0.095, 0.059], [0.177, -0.082, 0.021], [0.139, -0.020, 0.115]], "homo_ev": -7.66, "e_above_lowest_kcal_mol": 57.5, "lumo_energy_ev": 0.9, "total_energy_ha": -397.25898, "smiles": "N[C@H]1O[C@@]2(N)C[C@@]12N"}

---

[2]
{"formula": "C17H32AuINOSi3", "method": "ωB97M-V/def2-TZVPD", "species": ["Au", "C", "O", "Si", "C", "C", "C", "Si", "C", "C", "C", "Si", "C", "C", "C", "H", "H", "H", "H", "H", "H", "H", "H", "H", "H", "H", "H", "H", "H", "H", "H", "H", "H", "H", "H", "H", "H", "H", "H", "H", "H", "H", "I", "N", "C", "C", "C", "C", "C", "C", "C", "H", "H", "H", "H", "H"], "positions_angstrom": [[0.2985, -0.1205, -0.5109], [-1.0905, 2.9346, 0.0802], [-1.1029, 1.5535, 0.3609], [-2.3670, 0.6904, 1.0458], [-3.9601, 1.0204, 0.0608], [-2.7228, 1.3595, 2.7984], [-1.4622, -0.9830, 0.8658], [-0.4494, -1.5189, 2.4036], [0.8060, -0.1212, 2.7649], [0.6026, -3.1031, 2.3321], [-1.6948, -1.8282, 3.8171], [-2.2933, -2.2984, -0.2406], [-2.4081, -1.6007, -2.0162], [-1.2955, -3.9107, -0.3965], [-4.0331, -2.6936, 0.4277], [-1.3057, 3.4937, 0.9896], [-1.8322, 3.1829, -0.6808], [-0.0975, 3.2000, -0.2822], [-4.3141, 2.0268, 0.2702], [-4.7637, 0.3463, 0.3326], [-3.8098, 0.9465, -1.0107], [-3.1035, 2.3755, 2.7296], [-1.8501, 1.3777, 3.4424], [-3.4915, 0.7684, 3.2841], [1.4943, 0.0064, 1.9323], [1.4010, -0.3619, 3.6405], [0.3233, 0.8326, 2.9428], [1.3291, -3.0674, 1.5298], [0.0019, -3.9967, 2.2206], [1.1536, -3.1993, 3.2630], [-2.2390, -0.9393, 4.1022], [-1.1486, -2.1757, 4.6874], [-2.4141, -2.5943, 3.5499], [-1.4459, -1.2681, -2.3935], [-3.0899, -0.7630, -2.0701], [-2.7811, -2.3703, -2.6857], [-0.2793, -3.7047, -0.7166], [-1.7436, -4.5591, -1.1444], [-1.2538, -4.4695, 0.5316], [-4.6985, -1.8456, 0.3241], [-4.0265, -2.9819, 1.4723], [-4.4545, -3.5166, -0.1379], [1.1109, 1.2939, -2.6412], [1.7769, -1.6998, -0.5667], [2.3012, -2.6911, -0.8390], [2.9510, -3.9049, -1.0674], [2.3722, -5.0931, -0.5934], [3.0281, -6.2910, -0.7889], [4.2535, -6.3165, -1.4394], [4.8295, -5.1412, -1.9053], [4.1877, -3.9301, -1.7286], [1.4245, -5.0624, -0.0798], [2.5848, -7.2081, -0.4351], [4.7693, -7.2548, -1.5721], [5.7834, -5.1740, -2.4105], [4.6248, -3.0089, -2.0875]], "atomic_forces_ev_per_a": [[-0.809, 0.392, 0.323], [0.219, 0.848, -0.525], [0.721, -1.426, -0.187], [-0.834, 0.431, 0.514], [0.839, -0.296, 0.177], [0.433, -0.462, -0.813], [0.767, -0.379, -0.005], [0.474, -0.008, 0.747], [-0.700, -0.454, -0.079], [-0.506, 0.502, -0.386], [0.427, 0.330, -0.622], [-0.090, -0.437, -0.948], [-0.032, -0.199, 0.851], [-0.265, 0.585, 0.294], [0.718, 0.391, -0.023], [0.011, -0.039, 0.120], [0.067, -0.036, -0.022], [-0.132, 0.034, -0.008], [0.061, 0.176, 0.137], [-0.137, -0.165, 0.121], [0.036, -0.031, -0.187], [-0.069, 0.150, -0.151], [0.140, -0.047, 0.102], [-0.197, -0.142, 0.075], [0.154, -0.006, -0.102], [0.070, -0.108, 0.172], [-0.073, 0.240, 0.020], [0.133, -0.044, -0.106], [-0.129, -0.206, -0.019], [0.028, 0.147, 0.231], [-0.146, 0.208, 0.087], [0.176, -0.098, 0.164], [-0.130, -0.201, -0.105], [0.215, 0.028, -0.138], [-0.167, 0.228, -0.054], [-0.034, -0.188, -0.078], [0.181, 0.079, -0.068], [-0.180, 0.012, -0.153], [-0.002, -0.105, 0.180], [-0.151, 0.168, -0.053], [0.059, -0.094, 0.252], [-0.007, -0.202, -0.209], [-0.008, -0.181, 0.388], [-0.969, -0.137, -0.109], [-0.747, 1.611, 0.434], [0.736, -1.197, -0.239], [0.055, 0.254, -0.065], [0.002, -0.007, -0.027], [-0.002, 0.165, 0.038], [0.030, 0.004, -0.041], [-0.192, 0.036, 0.063], [-0.095, 0.001, 0.054], [-0.043, -0.075, 0.058], [0.034, -0.084, -0.052], [0.038, 0.029, -0.016], [0.021, 0.008, -0.014]], "homo_ev": [-11.40, -11.40], "e_above_lowest_kcal_mol": 11.4, "lumo_energy_ev": [-6.1, -6.1], "total_energy_ha": -2098.66965, "charge": 1}

---

[3]
{"formula": "C4H12", "method": "ωB97M-V/def2-TZVPD", "species": ["C", "C", "H", "H", "H", "H", "H", "H", "C", "C", "H", "H", "H", "H", "H", "H"], "positions_angstrom": [[0.6660, -2.3254, -1.2930], [1.5205, -1.3098, -0.4059], [0.8350, -2.1654, -2.4093], [0.9945, -3.4279, -1.1572], [-0.4259, -2.1546, -1.0634], [2.5505, -1.5039, -0.6223], [1.1028, -0.3829, -0.7886], [1.3557, -1.5156, 0.6052], [-1.7815, 1.6257, 0.6850], [-0.3733, 2.0381, 1.2055], [-1.8973, 0.5502, 0.8038], [-2.6225, 2.2056, 1.0880], [-1.7424, 1.8676, -0.3552], [0.0521, 2.8085, 0.4962], [0.2953, 1.2112, 1.0026], [-0.5294, 2.4785, 2.2087]], "atomic_forces_ev_per_a": [[0.566, -0.899, -0.266], [-1.539, -1.643, -3.075], [-0.272, 0.165, 1.442], [-0.848, 1.724, 0.164], [1.120, -0.578, -0.336], [0.690, 0.519, -0.202], [0.728, 0.611, 0.671], [-0.456, 0.109, 1.598], [0.834, 0.358, 0.024], [-1.030, 1.390, -1.197], [-0.465, 0.084, 0.083], [0.337, -0.351, 0.217], [-0.435, -0.266, -0.932], [-0.577, -0.289, 1.050], [0.263, -0.270, 1.095], [1.085, -0.663, -0.336]], "homo_ev": -11.51, "e_above_lowest_kcal_mol": 19.3, "lumo_energy_ev": 1.1, "total_energy_ha": -159.55423, "smiles": "CC.CC"}